(1)
DFT (the ωB97M-V functional and the def2-TZVPD basis) results for a cluster of 23 separate species, C28H14BCl90O6P2 in total at a distorted geometry.

```
141
Properties=species:S:1:pos:R:3
C 4.48 -9.13 -4.71
Cl 3.34 -8.72 -5.99
C 11.67 -3.98 3.78
Cl -9.07 -3.28 -6.23
Cl -7.23 9.47 12.16
C 3.17 1.56 -2.03
Cl -6.44 -2.19 -5.74
Cl -5.83 12.94 1.06
Cl 5.61 6.59 -0.84
H 4.46 2.66 -3.34
Cl -6.08 10.10 1.48
Cl 10.77 -2.47 3.68
Cl -7.50 11.36 -0.69
O 5.07 -0.36 -3.68
Cl -3.41 14.40 4.39
Cl 5.84 -5.59 -6.33
Cl 6.39 -4.00 0.58
C -1.97 -13.65 -3.67
Cl 5.33 -1.78 2.08
Cl 5.40 -4.41 3.27
Cl 0.61 -3.74 -3.56
Cl 2.51 -11.20 0.50
Cl -5.76 5.20 3.02
C -0.11 -5.34 -3.51
Cl -6.43 7.06 10.79
O 2.40 -0.53 -0.92
C -6.77 8.78 10.60
C -4.54 -8.38 -2.88
Cl -1.70 -1.47 -0.42
Cl 4.72 -2.28 -1.47
Cl -11.08 5.19 7.06
C 9.07 5.28 -2.88
C -9.94 6.46 6.63
C -6.10 6.92 2.84
Cl -8.00 -1.97 0.46
Cl 9.72 5.02 -4.51
Cl 7.86 -2.95 2.83
C -6.93 11.56 0.97
Cl -7.60 -4.05 -3.86
Cl 4.49 -3.44 -7.70
Cl -3.98 -0.82 -2.09
O 3.33 1.47 -4.52
Cl -5.72 -4.26 1.67
Cl 3.98 -8.36 -3.20
Cl -10.73 8.04 6.75
Cl 3.03 7.07 5.75
Cl 13.29 -3.67 4.43
Cl -2.11 -14.24 -2.00
Cl 4.54 -10.89 -4.51
Cl 11.81 -4.70 2.17
H 2.78 2.59 -6.14
C -3.13 -0.44 -0.58
Cl 0.82 -13.06 -0.92
Cl -10.18 -3.86 0.60
Cl 2.02 4.39 5.40
C 1.75 5.93 6.21
Cl -0.88 -5.69 -5.07
Cl 6.08 -8.52 -5.14
Cl 1.64 1.03 4.69
Cl -8.32 11.84 2.04
Cl -1.60 3.46 4.60
C 4.95 6.83 0.78
Cl 6.03 0.79 -0.81
Cl -6.58 7.60 4.40
Cl 2.38 -1.43 3.34
H 0.46 -1.10 -0.78
C 3.43 2.29 -3.36
Cl 10.82 -5.10 4.85
H 0.17 2.18 -3.01
Cl -5.03 -7.54 -1.40
H 5.58 -1.00 -4.17
P 4.30 1.99 -0.62
B 0.86 1.52 -2.24
O 4.89 3.50 -0.97
Cl 6.25 6.67 1.97
Cl -3.43 -5.58 0.57
O 1.99 2.15 -1.55
Cl -7.87 -4.45 -1.03
Cl -1.20 12.67 3.69
C 1.63 -2.65 0.03
Cl 8.37 6.90 -2.77
Cl -0.31 -13.88 -4.24
C -7.46 -3.62 -5.57
Cl -7.43 7.12 1.68
Cl -2.64 1.24 -0.58
Cl -2.18 5.58 2.72
C -2.84 12.72 4.35
C 1.43 -1.55 -1.00
Cl -2.83 12.07 6.00
Cl 0.37 -10.22 -1.17
C -8.94 -3.16 -0.45
Cl -9.72 -2.36 -1.81
Cl 3.71 5.62 1.11
Cl -8.10 8.99 9.45
Cl -6.73 -4.97 -6.46
Cl -9.37 6.22 4.98
Cl 5.18 -3.18 -4.90
O 1.50 0.27 -2.80
Cl -3.07 -14.57 -4.70
Cl -2.93 -7.84 -3.34
Cl -3.63 -5.20 3.43
Cl -4.63 7.76 2.27
H 1.13 -2.42 0.96
H 5.63 3.38 -1.57
Cl 4.24 8.45 0.89
Cl -5.68 -8.01 -4.17
Cl 0.18 6.59 5.72
Cl 1.14 -6.55 -3.20
Cl 1.77 5.70 7.96
Cl -5.37 -7.08 2.10
Cl 7.25 -3.13 -6.92
H 2.81 3.16 -3.48
Cl -2.39 -11.94 -3.73
C 6.24 -3.28 2.19
Cl -3.91 11.75 3.34
Cl -8.56 6.42 7.73
Cl -4.52 -10.13 -2.60
C -4.53 -5.53 1.95
C 2.66 0.06 -2.17
Cl 0.90 0.59 1.92
Cl 3.64 1.07 2.62
Cl -2.25 2.82 1.87
H 2.06 1.02 -5.99
C 5.69 -3.83 -6.47
Cl -5.33 9.60 9.99
H 2.66 -2.86 0.27
H 1.33 -2.00 -1.98
C 2.14 0.32 3.14
H 1.15 -3.54 -0.35
H 0.04 1.11 -1.42
C -1.44 3.98 2.92
Cl -1.32 -5.42 -2.22
Cl 2.70 -11.41 -2.38
Cl -4.22 -0.75 0.80
Cl 10.38 5.12 -1.70
C 2.35 1.90 -5.42
Cl 7.83 4.07 -2.55
H 1.47 2.30 -4.93
P 3.80 -1.18 -3.03
C 1.60 -11.47 -0.99
Cl 0.27 4.05 2.48
```

Output
**Highest occupied orbital energy**: -5.1 eV
**HOMO-LUMO gap**: 0.2270 Ha
**Charge**: -1

Atomic partial charges in e from the Löwdin method, atoms 1 to 6: C -2.02; Cl 0.53; C -2.06; Cl 0.52; Cl 0.52; C -0.53

(2)
DFT (the ωB97M-V functional and the def2-TZVPD basis) results for a structure of composition C28H15Cl8F6NO7S3SbZr at a distorted geometry.

```
70
Properties=species:S:1:pos:R:3
C -0.38 4.22 4.68
C 0.12 -3.62 -3.36
H 1.00 -3.78 -2.75
O -2.05 0.01 3.68
C -2.13 -3.22 -4.95
H 4.68 -0.30 -2.54
Cl -6.39 0.54 -1.61
N -1.76 1.99 5.22
C 3.72 -2.47 -0.12
Zr -1.20 0.76 1.82
Cl -2.18 4.63 -2.08
C 3.21 -0.76 2.76
Cl 3.44 -1.99 3.93
C -1.26 -4.27 -5.22
O -0.10 1.93 3.30
C 1.82 -1.52 -1.23
H 2.23 -0.11 -2.80
H -2.56 -1.54 -3.70
C 2.80 1.21 0.81
H 4.14 -3.13 0.63
C 2.34 -2.37 -0.26
C -0.75 -2.57 -3.10
C 1.95 -0.51 2.24
C 4.07 0.97 1.31
Cl 5.39 1.89 0.71
H -1.46 -4.93 -6.05
C -0.53 0.62 -2.50
H -3.00 -3.06 -5.57
C 4.29 -0.01 2.28
H -3.17 -0.40 -0.74
C -2.34 3.06 -3.11
O 0.50 0.58 0.73
Cl 5.87 -0.33 2.86
Cl -3.31 0.74 -1.52
H -3.51 -0.12 -2.57
C -0.14 -4.47 -4.42
H 1.69 -2.95 0.38
F 0.27 4.79 3.68
C 4.02 -0.88 -1.91
F 0.46 3.85 5.62
O -2.18 3.08 2.99
H -2.87 3.42 -3.99
H 0.95 1.83 -3.63
H 5.63 -1.80 -0.82
F -1.31 5.01 5.16
C 2.65 -0.78 -2.06
F -1.08 -0.13 7.31
Cl 0.57 -1.44 2.74
O -3.24 1.16 1.25
C -2.71 1.50 0.13
C -1.70 0.64 -1.96
Cl 2.49 2.40 -0.38
C 4.55 -1.72 -0.94
F 0.24 -0.03 5.60
H -0.50 3.63 -4.08
C -0.95 -0.41 6.03
S -2.26 0.50 5.08
C -1.88 -2.36 -3.89
S -1.20 2.71 3.97
C -0.90 2.79 -3.52
O -3.51 0.20 5.67
O -1.61 2.16 0.33
F -1.11 -1.71 5.82
H 0.53 -5.29 -4.63
Sb -0.25 -1.31 -1.51
C -3.14 2.03 -2.45
C -0.07 1.79 -3.27
C -4.91 0.83 -0.99
C 1.72 0.45 1.26
S -1.74 -1.61 0.30
```

Output
**Highest occupied orbital energy**: -10.4 eV
**Energy above the lowest of the compared OMol25 structures with the same formula, charge and spin**: 23.953 eV
**HOMO-LUMO gap**: 0.2358 Ha
**Charge**: +1

Atomic partial charges in e from the natural (NBO) method, atoms 1 to 6: C 0.80; C -0.25; H 0.22; O -1.02; C -0.20; H 0.24

How do the records compare in LUMO energy? In the order shown, they have 0.0379; -0.1451 Eh.